Below is one molecule with the formula C5H10ClN, with properties calculated with ωB97M-V/def2-TZVPD.

XYZ file:
```
17
C5H10ClN ωB97M-V/def2-TZVPD
C -1.03 1.25 1.75
C -0.17 0.84 0.65
C -0.71 -0.38 -0.13
C 0.08 -1.29 -0.91
C 1.60 -1.10 -0.96
H -0.60 2.04 2.35
H -1.22 0.43 2.46
H -2.01 1.60 1.42
H 0.84 0.60 1.04
H -1.55 -0.86 0.43
H -0.39 0.44 -2.08
H -0.23 -2.31 -1.06
H 2.05 -1.49 -1.88
H 2.18 -1.56 -0.13
H 1.79 -0.01 -0.93
N -0.81 -0.45 -1.62
Cl 0.18 2.25 -0.40
```

As for the SMILES: C[C@H](Cl)[C@H]1N[C@H]1C. Its charge is 0. Its LUMO energy is 0.96 eV. As for the gap between HOMO and LUMO: 10.33 eV.